1.
{
  "formula": "C33H31BrI2N4O2PtS2",
  "method": "ωB97M-V/def2-TZVPD",
  "elements": ["Pt", "C", "O", "C", "C", "C", "Br", "C", "C", "C", "O", "C", "N", "C", "C", "C", "C", "C", "C", "N", "H", "H", "H", "H", "H", "H", "H", "H", "H", "H", "H", "I", "C", "I", "H", "H", "S", "C", "N", "C", "C", "N", "C", "C", "C", "C", "C", "C", "C", "C", "S", "C", "C", "C", "C", "C", "C", "C", "H", "H", "H", "H", "H", "H", "H", "H", "H", "H", "H", "H", "H", "H", "H", "H", "H", "H"],
  "coordinates": [[0.679, 0.964, 0.327], [0.873, -2.380, -1.472], [1.492, -1.823, -0.272], [2.427, -2.571, 0.303], [3.008, -3.678, -0.278], [3.910, -4.440, 0.460], [4.688, -5.903, -0.260], [4.242, -4.094, 1.810], [3.728, -2.960, 2.393], [2.806, -2.179, 1.656], [2.195, -1.099, 2.099], [4.194, -2.692, 3.770], [4.470, -3.720, 4.587], [5.011, -3.171, 5.677], [5.501, -3.831, 6.862], [5.954, -3.044, 7.879], [5.982, -1.640, 7.739], [5.486, -0.959, 6.578], [5.059, -1.750, 5.563], [4.492, -1.493, 4.308], [0.000, -1.767, -1.662], [0.567, -3.406, -1.279], [1.562, -2.323, -2.312], [2.771, -3.980, -1.286], [4.917, -4.724, 2.376], [2.221, -0.957, 3.067], [5.560, -4.911, 6.894], [6.337, -3.491, 8.786], [6.408, -1.041, 8.535], [5.438, 0.122, 6.555], [4.485, -0.594, 3.850], [1.684, 2.572, 2.200], [0.418, 2.277, 3.893], [0.943, 0.618, 5.092], [-0.594, 2.144, 3.529], [0.522, 3.185, 4.478], [-1.480, 2.075, 0.170], [-1.539, 2.541, -1.462], [-2.338, 3.476, -1.876], [-2.432, 3.776, -3.317], [-2.317, 2.499, -4.100], [-1.082, 1.786, -3.702], [-0.442, 0.978, -4.771], [-1.389, -0.117, -5.203], [-2.012, -0.923, -4.254], [-2.877, -1.930, -4.656], [-3.110, -2.140, -6.009], [-2.487, -1.342, -6.954], [-1.622, -0.330, -6.552], [-0.680, 1.829, -2.478], [0.822, 1.138, -1.983], [-3.095, 4.336, -0.933], [-4.324, 3.645, -0.389], [-5.230, 3.023, -1.241], [-6.400, 2.479, -0.735], [-6.666, 2.550, 0.625], [-5.768, 3.175, 1.475], [-4.592, 3.714, 0.969], [-1.652, 4.493, -3.583], [-3.396, 4.240, -3.512], [-2.252, 2.716, -5.164], [-3.170, 1.837, -3.943], [0.499, 0.584, -4.395], [-0.212, 1.646, -5.600], [-1.830, -0.765, -3.192], [-3.367, -2.553, -3.920], [-3.776, -2.931, -6.326], [-2.678, -1.498, -8.007], [-1.132, 0.287, -7.297], [-3.356, 5.240, -1.482], [-2.425, 4.619, -0.120], [-5.049, 2.977, -2.311], [-7.118, 2.024, -1.405], [-7.577, 2.122, 1.020], [-5.988, 3.255, 2.531], [-3.894, 4.211, 1.637]],
  "forces_ev_per_a": [[-0.60, 0.53, -0.50], [-0.07, 0.14, 0.07], [0.15, -0.39, 0.07], [0.07, 0.01, 0.09], [0.05, 0.00, 0.12], [-0.12, 0.32, 0.36], [0.24, -0.44, -0.19], [-0.05, -0.10, -0.27], [-0.12, 0.18, 0.11], [0.05, -0.15, -0.15], [-0.13, 0.16, 0.19], [-0.04, -0.12, -0.19], [0.15, 0.16, -0.09], [0.17, -0.20, 0.22], [0.01, 0.03, -0.29], [0.16, 0.13, 0.01], [-0.15, 0.05, -0.15], [0.11, 0.01, 0.31], [-0.40, -0.11, -0.03], [0.00, 0.07, 0.10], [0.03, 0.03, 0.02], [0.01, -0.02, 0.02], [0.04, 0.01, 0.00], [-0.03, 0.01, -0.03], [0.00, -0.03, -0.05], [0.00, -0.03, -0.07], [-0.19, -0.01, 0.04], [0.03, 0.03, 0.00], [-0.06, 0.01, 0.03], [0.17, -0.01, -0.02], [0.06, -0.02, -0.05], [0.17, 0.02, -0.21], [-0.02, -0.09, 0.02], [0.02, -0.08, -0.01], [-0.02, 0.05, -0.01], [-0.03, 0.00, 0.01], [0.15, -0.16, 0.20], [0.12, -0.25, -0.01], [0.12, 0.37, -0.09], [0.05, 0.01, 0.01], [-0.07, -0.08, 0.00], [-0.06, 0.11, -0.38], [0.03, -0.14, -0.03], [0.06, 0.06, 0.03], [-0.05, -0.07, 0.07], [0.07, 0.01, 0.09], [-0.04, -0.06, -0.02], [0.08, 0.06, -0.05], [-0.10, 0.02, -0.12], [-0.05, 0.12, 0.38], [0.21, -0.09, 0.31], [-0.21, -0.08, 0.00], [0.08, 0.02, -0.07], [-0.09, -0.04, -0.08], [0.05, -0.02, -0.10], [-0.05, -0.03, 0.04], [0.08, 0.02, 0.05], [-0.06, 0.00, 0.18], [0.02, 0.02, 0.03], [-0.03, 0.00, 0.06], [0.05, -0.05, -0.02], [0.02, -0.04, 0.03], [0.01, 0.02, 0.09], [-0.04, 0.08, 0.04], [-0.04, 0.01, -0.03], [0.00, 0.01, 0.00], [-0.02, 0.03, 0.01], [0.03, -0.02, 0.00], [-0.03, 0.00, 0.01], [0.03, -0.02, -0.08], [0.07, -0.05, -0.01], [-0.03, 0.04, 0.03], [0.03, -0.04, 0.01], [-0.02, 0.05, -0.01], [0.02, -0.02, -0.01], [-0.03, 0.02, -0.02]],
  "nbo_charge": [0.62, -0.27, -0.46, 0.35, -0.31, -0.05, 0.42, -0.04, -0.21, 0.48, -0.64, 0.44, -0.39, 0.20, -0.06, -0.23, 0.03, -0.18, 0.16, -0.53, 0.22, 0.22, 0.21, 0.28, 0.28, 0.52, 0.27, 0.28, 0.26, 0.26, 0.45, 0.40, -0.72, 0.21, 0.25, 0.27, 0.02, 0.10, -0.26, -0.24, -0.25, -0.25, -0.25, -0.01, -0.27, -0.18, -0.17, -0.17, -0.21, 0.15, -0.01, -0.24, -0.12, -0.16, -0.20, -0.17, -0.18, -0.20, 0.25, 0.27, 0.27, 0.26, 0.23, 0.26, 0.18, 0.23, 0.25, 0.25, 0.23, 0.25, 0.24, 0.19, 0.24, 0.25, 0.24, 0.21],
  "energy_ev": -155899.916,
  "homo_lumo_gap_ev": [6.2, 3.7],
  "charge": 4,
  "spin_multiplicity": 5,
  "homo_ev": [-17.02, -17.05]
}



2.
{
  "formula": "C33H31Cl2NNiOPS3",
  "method": "ωB97M-V/def2-TZVPD",
  "elements": ["Ni", "C", "C", "S", "C", "C", "S", "C", "C", "S", "H", "H", "H", "H", "H", "H", "H", "H", "H", "H", "H", "H", "Cl", "C", "C", "C", "Cl", "C", "C", "C", "C", "N", "C", "C", "O", "H", "H", "H", "H", "C", "C", "C", "C", "C", "C", "P", "C", "C", "C", "C", "C", "C", "C", "C", "C", "C", "C", "C", "H", "H", "H", "H", "H", "H", "H", "H", "H", "H", "H", "H", "H", "H", "H"],
  "coordinates": [[-0.319, 0.287, -1.079], [-3.409, -1.316, -1.693], [-3.705, 0.120, -1.267], [-2.321, 1.268, -0.978], [-2.273, 2.319, -2.440], [-1.862, 1.589, -3.695], [-0.337, 0.667, -3.371], [-0.597, -0.878, -4.298], [-1.425, -1.953, -3.621], [-3.187, -1.594, -3.466], [-4.285, -1.906, -1.418], [-2.563, -1.740, -1.150], [-4.215, 0.118, -0.304], [-4.363, 0.612, -1.986], [-1.557, 3.099, -2.172], [-3.242, 2.805, -2.559], [-1.682, 2.292, -4.508], [-2.627, 0.875, -3.997], [0.410, -1.254, -4.489], [-1.003, -0.573, -5.264], [-1.030, -2.163, -2.626], [-1.323, -2.872, -4.202], [-0.004, -4.704, 0.002], [1.220, -3.563, -0.453], [2.560, -3.988, -0.495], [3.562, -3.122, -0.817], [5.211, -3.677, -0.852], [3.269, -1.767, -1.095], [4.231, -0.777, -1.390], [3.850, 0.519, -1.587], [2.491, 0.851, -1.487], [1.571, -0.052, -1.231], [1.920, -1.365, -1.037], [0.841, -2.263, -0.733], [-0.373, -1.808, -0.713], [2.789, -5.019, -0.264], [5.274, -1.060, -1.448], [4.570, 1.293, -1.810], [2.151, 1.870, -1.621], [3.142, -2.079, 2.898], [3.499, -0.876, 2.302], [2.518, -0.030, 1.812], [1.170, -0.377, 1.915], [0.819, -1.578, 2.528], [1.805, -2.425, 3.013], [-0.062, 0.697, 1.132], [-1.626, 0.376, 1.979], [-2.219, 1.269, 2.862], [-3.437, 0.953, 3.451], [-4.056, -0.256, 3.171], [-3.461, -1.157, 2.295], [-2.254, -0.840, 1.691], [0.462, 2.383, 1.491], [0.327, 3.356, 0.504], [0.681, 4.674, 0.757], [1.179, 5.023, 2.004], [1.325, 4.058, 2.994], [0.969, 2.743, 2.741], [3.909, -2.744, 3.273], [4.542, -0.602, 2.210], [2.809, 0.903, 1.343], [-0.215, -1.871, 2.627], [1.523, -3.360, 3.478], [-1.745, 2.216, 3.087], [-3.900, 1.652, 4.134], [-4.999, -0.502, 3.640], [-3.935, -2.107, 2.083], [-1.784, -1.540, 1.005], [-0.048, 3.075, -0.474], [0.575, 5.423, -0.016], [1.461, 6.048, 2.204], [1.718, 4.332, 3.963], [1.092, 1.994, 3.515]],
  "forces_ev_per_a": [[-0.13, 0.70, -0.11], [-0.04, 0.00, 0.19], [-0.10, -0.05, -0.09], [0.18, -0.11, 0.24], [-0.06, 0.11, -0.09], [-0.09, -0.02, -0.07], [0.09, -0.20, 0.22], [0.13, 0.09, -0.14], [0.23, -0.09, 0.06], [-0.11, -0.01, -0.07], [0.00, 0.02, 0.01], [0.03, 0.05, -0.06], [-0.03, -0.06, 0.02], [0.00, 0.03, 0.03], [0.01, 0.01, -0.05], [-0.02, -0.05, 0.03], [0.03, -0.01, 0.00], [0.00, 0.01, 0.00], [0.01, 0.01, 0.06], [-0.03, -0.04, 0.01], [-0.07, 0.01, -0.04], [-0.09, 0.05, -0.07], [0.05, 0.10, -0.03], [0.12, -0.36, 0.05], [-0.20, -0.02, 0.01], [0.18, 0.04, -0.03], [-0.12, 0.05, 0.00], [0.08, 0.01, 0.02], [0.09, -0.11, 0.01], [-0.12, 0.07, 0.00], [0.10, -0.01, -0.06], [-0.01, -0.43, 0.17], [0.02, 0.26, -0.07], [-0.27, 0.37, -0.04], [0.13, -0.26, 0.14], [-0.01, 0.00, 0.00], [-0.01, -0.01, 0.00], [0.01, 0.00, 0.00], [0.00, 0.02, 0.01], [0.03, -0.01, -0.01], [-0.05, 0.00, -0.02], [0.06, 0.02, 0.00], [0.05, 0.07, 0.04], [0.05, -0.03, 0.00], [0.00, 0.03, -0.02], [0.05, -0.34, -0.39], [0.00, -0.16, 0.00], [-0.05, 0.12, 0.05], [0.04, 0.01, -0.01], [0.01, -0.06, -0.02], [0.00, 0.08, 0.02], [-0.06, -0.04, 0.02], [-0.07, 0.12, 0.04], [0.04, 0.04, -0.01], [0.01, -0.04, 0.04], [-0.01, -0.01, -0.01], [0.00, 0.01, -0.03], [-0.02, -0.02, 0.04], [0.00, -0.01, 0.00], [0.00, 0.01, 0.01], [-0.02, 0.00, 0.03], [-0.03, 0.02, -0.01], [-0.01, 0.00, 0.01], [0.00, -0.01, -0.02], [0.01, 0.01, 0.00], [-0.01, 0.01, 0.00], [0.00, 0.00, 0.00], [-0.03, 0.04, -0.02], [0.02, -0.01, 0.01], [0.00, 0.01, 0.00], [0.00, 0.00, 0.01], [0.00, -0.01, 0.01], [-0.01, -0.01, -0.01]],
  "mulliken_charge": [0.19, 0.39, -1.10, 0.35, -0.97, -0.60, 0.04, -0.92, 0.73, -0.20, 0.54, -0.59, 0.53, 0.63, 0.31, 0.54, 0.55, 0.28, 0.49, 0.51, -0.94, 0.56, -0.24, 0.63, -0.50, 0.77, -0.27, 0.18, -0.92, -1.22, -0.26, 0.79, 0.77, -0.89, -1.11, 0.50, 0.49, 0.50, 0.43, -0.58, -0.97, -0.55, 0.41, -0.40, -0.75, 2.28, 1.05, -1.01, -0.78, -0.74, -1.13, -0.60, 0.20, -0.14, -0.78, -0.57, -0.79, -0.30, 0.44, 0.41, 0.60, 0.39, 0.47, 0.42, 0.45, 0.43, 0.48, 0.50, -0.27, 0.45, 0.42, 0.44, 0.55],
  "energy_ev": -146141.346,
  "homo_lumo_gap_ev": [6.7, 6.7],
  "charge": 1,
  "relative_energy_kj_mol": 9.7,
  "homo_ev": [-9.86, -9.86]
}